52
Properties=species:S:1:pos:R:3 method="wB97M-V/def2-TZVPD" charge=+1 lumo_energy_ev=-3.98 energy_ha=-1458.40680 homo_lumo_gap_ev=6.9 de_lowest_ev=1.502
Ir 0.793 -0.420 1.013
C 1.987 -0.128 2.729
C 2.713 0.578 1.674
C 3.156 -0.381 0.745
C 2.748 -1.695 1.239
C 2.129 -1.536 2.499
H 1.603 0.330 3.626
H 2.834 1.648 1.634
H 3.793 -0.180 -0.105
H 2.944 -2.638 0.752
H 1.749 -2.313 3.140
C 0.275 3.120 0.565
Si -0.536 1.453 0.261
C -0.770 1.338 -1.639
C -2.262 1.420 0.969
C -3.176 2.471 0.832
C -4.453 2.366 1.354
C -4.836 1.204 2.019
C -3.937 0.162 2.159
C -2.641 0.264 1.638
Si -1.370 -1.096 1.802
C -1.391 -1.715 3.573
C -1.837 -2.522 0.651
H -0.359 3.939 0.219
H 1.235 3.201 0.049
H 0.454 3.269 1.632
H -1.633 1.955 -1.906
H -1.011 0.328 -1.995
H 0.087 1.731 -2.195
H -2.890 3.385 0.321
H -5.152 3.186 1.251
H -5.833 1.121 2.433
H -4.247 -0.735 2.685
H -2.383 -2.084 3.843
H -1.140 -0.905 4.261
H -0.683 -2.530 3.732
H -2.864 -2.830 0.872
H -1.187 -3.387 0.793
H -1.811 -2.236 -0.404
N 2.896 0.330 -4.710
C 2.289 -1.001 -4.741
C 2.295 -1.586 -3.322
N 1.829 -0.514 -2.390
H 2.527 0.929 -5.437
H 3.901 0.294 -4.829
H 2.163 0.372 -2.828
H 2.785 -1.706 -5.409
H 1.257 -0.901 -5.082
H 3.299 -1.869 -3.010
H 1.640 -2.449 -3.234
H 0.813 -0.458 -2.293
H 2.205 -0.582 -1.436